Molecular formula: C24H57ClNO13Sr2
Method: DFT, ωB97M-V/def2-TZVPD

Element x y z (Å)
Sr 3.539 1.539 -1.330
Sr -2.382 1.195 1.893
Cl 0.588 1.883 0.155
O 0.308 2.048 1.569
O 1.419 2.953 -0.352
O 1.288 0.629 -0.079
O -0.724 1.853 -0.548
C -7.299 -1.252 5.671
O -6.550 -1.288 4.474
C -6.313 -0.059 3.871
C -5.899 -0.153 2.358
O -4.522 -0.357 2.116
C -4.194 -1.654 2.571
C -2.880 -2.224 2.020
O -1.798 -1.294 2.214
C -0.459 -1.767 1.824
H -7.433 -2.289 5.919
H -8.263 -0.729 5.609
H -6.685 -0.833 6.495
H -5.487 0.513 4.414
H -7.273 0.579 3.904
H -6.092 0.736 1.828
H -6.533 -0.897 1.891
H -4.962 -2.345 2.232
H -4.091 -1.688 3.677
H -3.002 -2.444 0.978
H -2.684 -3.113 2.662
H 0.267 -0.947 2.023
H -0.582 -2.069 0.772
H -0.200 -2.655 2.407
C -4.532 2.917 -0.825
O -4.204 2.833 0.595
C -4.326 4.059 1.267
C -4.607 3.775 2.699
O -3.563 2.911 3.199
C -3.645 2.771 4.658
C -2.330 2.161 5.144
O -2.033 0.935 4.461
C -1.880 -0.195 5.302
H -5.226 3.741 -0.887
H -4.858 1.935 -1.163
H -3.651 3.154 -1.418
H -5.104 4.728 0.823
H -3.356 4.552 1.152
H -5.548 3.260 2.906
H -4.592 4.771 3.247
H -4.515 2.210 4.985
H -3.720 3.788 5.061
H -2.384 2.169 6.239
H -1.538 2.892 5.052
H -1.986 -1.121 4.763
H -2.554 -0.264 6.139
H -0.888 -0.142 5.801
C 2.349 3.675 -3.746
O 3.373 2.575 -3.401
C 4.233 2.259 -4.499
C 4.799 0.918 -4.243
O 5.262 0.972 -2.914
C 6.165 -0.164 -2.561
C 6.475 -0.070 -1.120
O 5.262 -0.011 -0.365
C 5.029 -1.043 0.553
H 1.914 3.368 -4.654
H 2.856 4.658 -3.869
H 1.626 3.637 -2.976
H 5.056 3.058 -4.642
H 3.625 2.208 -5.368
H 5.642 0.608 -4.878
H 3.974 0.209 -4.354
H 7.078 -0.039 -3.117
H 5.681 -1.062 -2.797
H 7.096 0.792 -0.872
H 7.028 -0.967 -0.892
H 4.994 -2.015 0.127
H 4.063 -0.968 0.987
H 5.843 -0.939 1.267
C 1.649 -3.703 -4.645
C 2.299 -2.366 -4.218
N 3.641 -2.429 -3.606
C 3.599 -3.112 -2.319
C 2.495 -2.486 -1.436
C 4.623 -3.079 -4.485
C 4.709 -2.389 -5.839
H 0.680 -3.532 -5.131
H 1.514 -4.390 -3.751
H 2.202 -4.309 -5.314
H 2.378 -1.761 -5.132
H 1.560 -1.769 -3.604
H 3.558 -4.232 -2.314
H 4.589 -2.888 -1.867
H 2.537 -2.766 -0.357
H 2.724 -1.351 -1.478
H 1.493 -2.798 -1.731
H 4.399 -4.146 -4.452
H 5.615 -2.988 -3.974
H 4.704 -1.343 -5.742
H 3.898 -2.771 -6.443
H 5.646 -2.761 -6.268

Its frontier orbital gap is 7.992 eV. As for the total charge: +3. The calculation puts the molar mass at 778.4 g/mol.

=====

Molecular formula: C72H177Cl6N13O24
Method: DFT, ωB97M-V/def2-TZVPD

Element x y z (Å)
O -10.186 8.585 -0.284
C -10.359 8.999 -1.435
N -9.705 8.434 -2.437
C -11.408 10.016 -1.704
H -9.002 7.722 -2.305
H -9.794 8.814 -3.369
H -11.075 10.998 -2.041
H -11.961 10.174 -0.778
H -12.228 9.656 -2.325
O -4.780 -3.423 6.347
C -4.124 -3.766 7.369
N -2.797 -3.761 7.374
C -4.994 -3.646 8.641
H -2.405 -3.450 6.497
H -2.224 -4.161 8.103
H -6.049 -3.824 8.435
H -4.901 -2.751 9.256
H -4.908 -4.537 9.263
C 6.129 0.473 -0.108
Cl 6.940 -1.003 0.551
Cl 5.817 0.493 -1.780
Cl 6.870 1.943 0.313
H 5.121 0.446 0.306
C -8.036 -4.679 -2.914
Cl -6.319 -4.121 -2.803
Cl -8.209 -6.372 -2.531
Cl -8.620 -4.374 -4.537
H -8.595 -4.168 -2.130
C 4.918 13.235 -5.162
O 4.797 13.382 -6.614
C 3.522 13.920 -6.994
C 3.060 13.282 -8.304
N 3.184 11.815 -8.209
C 2.051 11.275 -7.396
C 2.028 9.773 -7.419
O 3.143 9.322 -6.672
C 3.068 7.980 -6.393
H 3.947 12.903 -4.794
H 5.042 14.181 -4.635
H 5.633 12.604 -4.635
H 3.629 14.994 -7.149
H 2.620 13.806 -6.392
H 3.746 13.615 -9.083
H 2.032 13.515 -8.581
H 3.974 11.589 -7.622
H 1.118 11.779 -7.649
H 2.315 11.489 -6.360
H 1.886 9.360 -8.418
H 1.082 9.560 -6.920
H 2.464 7.717 -5.524
H 4.070 7.633 -6.140
H 2.639 7.478 -7.259
C 4.794 1.935 7.722
O 5.611 0.842 7.238
C 6.006 0.040 8.433
C 6.950 -1.236 8.061
N 7.154 -2.293 9.105
C 7.609 -1.590 10.276
C 8.114 -2.688 11.215
O 8.937 -1.986 12.246
C 9.054 -2.757 13.395
H 5.269 2.443 8.561
H 3.894 1.635 8.258
H 4.442 2.630 6.959
H 5.077 -0.299 8.893
H 6.465 0.618 9.235
H 7.892 -0.757 7.795
H 6.522 -1.867 7.283
H 7.896 -2.873 8.740
H 6.834 -1.016 10.785
H 8.574 -1.101 10.142
H 8.818 -3.339 10.698
H 7.356 -3.367 11.605
H 9.420 -2.067 14.155
H 9.832 -3.516 13.317
H 8.108 -3.234 13.650
C -12.568 -2.700 6.543
O -12.147 -3.165 5.209
C -10.785 -2.975 4.869
C -10.409 -1.537 4.326
N -10.046 -0.701 5.411
C -10.078 0.733 5.066
C -8.841 1.292 4.365
O -7.684 1.205 5.261
C -6.422 1.589 4.573
H -12.471 -1.616 6.487
H -11.853 -3.073 7.277
H -13.587 -2.959 6.829
H -10.499 -3.721 4.128
H -10.155 -3.269 5.708
H -11.260 -1.176 3.747
H -9.624 -1.689 3.585
H -9.054 -0.867 5.498
H -10.260 1.394 5.913
H -10.965 0.854 4.445
H -9.081 2.336 4.165
H -8.669 0.714 3.457
H -6.510 2.269 3.726
H -6.026 0.651 4.182
H -5.727 1.911 5.349
C 6.107 -8.941 -4.513
O 6.168 -10.320 -4.697
C 4.999 -11.206 -4.854
C 5.467 -12.512 -5.336
N 5.834 -12.686 -6.741
C 6.366 -13.993 -7.256
C 5.408 -15.181 -6.972
O 5.407 -15.480 -5.586
C 4.466 -16.501 -5.169
H 5.229 -8.445 -4.929
H 6.899 -8.327 -4.940
H 6.170 -8.811 -3.433
H 4.402 -10.751 -5.644
H 4.447 -11.111 -3.919
H 4.493 -13.000 -5.300
H 6.074 -13.006 -4.578
H 5.979 -11.776 -7.156
H 7.312 -14.136 -6.734
H 6.528 -13.875 -8.327
H 5.658 -16.060 -7.565
H 4.432 -14.792 -7.263
H 4.633 -17.452 -5.675
H 3.443 -16.145 -5.293
H 4.798 -16.843 -4.189
C 4.385 -3.246 -8.301
O 5.719 -2.875 -8.210
C 6.065 -1.521 -8.746
C 7.620 -1.435 -9.013
N 8.071 -2.447 -9.961
C 9.553 -2.444 -10.168
C 10.427 -2.955 -9.016
O 10.590 -4.357 -8.956
C 9.430 -5.209 -8.859
H 4.246 -4.191 -7.776
H 4.040 -3.355 -9.329
H 3.676 -2.521 -7.902
H 5.736 -0.849 -7.953
H 5.542 -1.188 -9.642
H 8.053 -1.630 -8.032
H 8.018 -0.441 -9.219
H 7.494 -2.483 -10.789
H 9.986 -1.485 -10.454
H 9.703 -3.134 -10.998
H 10.056 -2.676 -8.030
H 11.449 -2.627 -9.208
H 8.723 -4.576 -8.323
H 9.832 -6.011 -8.239
H 9.064 -5.461 -9.855
C -1.245 13.705 -1.096
O -1.962 12.601 -0.784
C -1.322 11.446 -1.057
C -0.466 11.007 0.096
N 0.863 11.662 0.106
C 1.504 11.125 1.286
C 2.744 11.958 1.733
O 2.358 13.240 2.249
C 3.444 13.861 2.973
H -1.330 13.985 -2.146
H -0.210 13.760 -0.757
H -1.761 14.552 -0.642
H -0.881 11.508 -2.052
H -2.105 10.689 -1.108
H -0.290 9.932 0.123
H -1.038 11.316 0.971
H 1.005 12.660 0.170
H 1.994 10.160 1.155
H 0.710 10.999 2.021
H 3.297 12.085 0.803
H 3.345 11.511 2.525
H 4.402 13.762 2.463
H 3.588 13.411 3.956
H 3.408 14.937 3.144
C 0.636 -2.443 12.781
O 1.520 -3.205 11.965
C 1.155 -4.547 11.969
C 1.891 -5.345 10.903
N 1.230 -6.526 10.504
C 2.168 -7.395 9.660
C 1.605 -8.684 9.141
O 2.581 -9.679 9.366
C 2.284 -11.021 9.105
H -0.388 -2.409 12.411
H 0.845 -1.374 12.723
H 0.617 -2.632 13.854
H 0.128 -4.671 11.627
H 1.317 -4.976 12.958
H 2.960 -5.526 11.017
H 1.874 -4.624 10.086
H 0.933 -7.055 11.312
H 3.079 -7.686 10.182
H 2.492 -6.868 8.762
H 1.449 -8.515 8.076
H 0.716 -9.003 9.686
H 1.888 -11.284 8.124
H 1.578 -11.405 9.841
H 3.183 -11.593 9.335
C 12.566 -4.841 7.050
O 11.808 -5.937 6.514
C 12.053 -6.383 5.199
C 11.150 -7.549 5.059
N 9.823 -7.057 4.662
C 8.675 -7.960 4.695
C 8.867 -9.071 3.662
O 9.637 -10.260 3.919
C 9.440 -10.981 5.086
H 12.550 -3.986 6.374
H 13.560 -5.254 7.224
H 12.178 -4.666 8.053
H 13.073 -6.768 5.219
H 12.035 -5.586 4.455
H 11.029 -8.168 5.948
H 11.582 -8.252 4.346
H 9.786 -6.737 3.705
H 7.793 -7.408 4.371
H 8.496 -8.328 5.705
H 9.500 -8.635 2.889
H 7.899 -9.332 3.234
H 9.837 -10.372 5.897
H 9.908 -11.957 4.956
H 8.412 -11.344 5.085
C -1.928 4.781 -12.077
O -2.095 4.747 -10.643
C -3.087 3.897 -10.137
C -4.577 4.283 -10.406
N -4.845 5.690 -9.872
C -6.095 6.367 -10.227
C -5.933 7.464 -11.297
O -5.582 8.742 -10.856
C -4.302 8.908 -10.379
H -2.788 5.033 -12.697
H -1.645 3.779 -12.397
H -1.078 5.428 -12.292
H -2.874 3.880 -9.069
H -2.864 2.974 -10.673
H -5.308 3.662 -9.889
H -4.641 4.406 -11.487
H -4.064 6.329 -9.842
H -6.624 6.717 -9.342
H -6.730 5.537 -10.537
H -6.915 7.656 -11.728
H -5.354 7.223 -12.189
H -4.392 9.514 -9.478
H -3.689 9.428 -11.115
H -3.748 8.025 -10.063
C -11.970 2.568 -1.301
O -13.122 1.790 -0.963
C -14.412 2.446 -1.209
C -14.794 3.439 -0.125
N -16.078 3.996 -0.391
C -16.357 5.235 0.269
C -17.672 5.409 0.774
O -18.245 4.254 1.240
C -17.669 3.760 2.382
H -12.003 2.662 -2.386
H -11.048 2.001 -1.171
H -12.005 3.541 -0.812
H -14.965 1.506 -1.211
H -14.416 2.817 -2.234
H -14.012 4.197 -0.176
H -14.804 3.075 0.902
H -16.772 3.327 -0.089
H -16.247 5.942 -0.554
H -15.559 5.366 1.000
H -18.320 5.605 -0.080
H -17.799 6.288 1.406
H -18.114 4.323 3.203
H -16.584 3.779 2.485
H -17.966 2.723 2.539
C -2.877 0.655 -2.128
O -2.245 -0.166 -1.065
C -1.107 -0.824 -1.564
C -0.605 -1.838 -0.471
N 0.400 -2.795 -0.958
C 0.643 -3.763 0.147
C -0.463 -4.721 0.412
O -0.917 -5.308 -0.830
C -1.632 -6.530 -0.680
H -2.152 1.286 -2.642
H -3.568 1.352 -1.655
H -3.439 0.072 -2.858
H -0.227 -0.192 -1.685
H -1.279 -1.291 -2.534
H -1.510 -2.403 -0.250
H -0.280 -1.497 0.511
H 0.104 -3.345 -1.752
H 1.172 -3.397 1.027
H 1.403 -4.435 -0.254
H -1.312 -4.195 0.850
H -0.221 -5.524 1.107
H -1.775 -7.052 -1.626
H -2.621 -6.219 -0.342
H -1.126 -7.072 0.120

Its frontier orbital gap is 8.363 eV. The calculation puts the molar mass at 1822.0 g/mol.